{"formula": "C43H118N6O19", "method": "ωB97M-V with the def2-TZVPD basis set", "spin_multiplicity": 1, "gap_ev": 8.67, "total_charge": 0, "de_lowest_kcal_mol": 16.5, "lumo_energy_ev": 0.58, "e_homo_ev": -8.087, "total_energy_ev": -94334.585, "elements": ["C", "O", "C", "C", "N", "C", "C", "O", "C", "H", "H", "H", "H", "H", "H", "H", "H", "H", "H", "H", "H", "H", "H", "H", "C", "O", "C", "C", "N", "C", "C", "O", "C", "H", "H", "H", "H", "H", "H", "H", "H", "H", "H", "H", "H", "H", "H", "H", "C", "O", "C", "C", "N", "C", "C", "O", "C", "H", "H", "H", "H", "H", "H", "H", "H", "H", "H", "H", "H", "H", "H", "H", "C", "O", "C", "C", "N", "C", "C", "O", "C", "H", "H", "H", "H", "H", "H", "H", "H", "H", "H", "H", "H", "H", "H", "H", "C", "O", "C", "C", "N", "C", "C", "O", "C", "H", "H", "H", "H", "H", "H", "H", "H", "H", "H", "H", "H", "H", "H", "H", "C", "O", "C", "C", "N", "C", "C", "O", "C", "H", "H", "H", "H", "H", "H", "H", "H", "H", "H", "H", "H", "H", "H", "H", "C", "O", "H", "H", "H", "H", "C", "O", "H", "H", "H", "H", "C", "O", "H", "H", "H", "H", "C", "O", "H", "H", "H", "H", "C", "O", "H", "H", "H", "H", "C", "O", "H", "H", "H", "H", "C", "O", "H", "H", "H", "H"], "coordinates": [[19.46582, -29.16778, 2.59258], [20.09203, -29.70340, 3.80024], [19.19233, -30.36165, 4.67542], [19.76930, -30.47789, 6.11098], [19.96293, -29.29120, 6.98667], [20.63632, -29.62563, 8.17999], [20.94721, -28.41964, 9.08624], [21.79430, -27.44478, 8.51498], [22.17930, -26.34962, 9.34324], [19.11110, -30.03533, 2.03614], [20.12052, -28.70412, 1.85468], [18.70840, -28.41752, 2.81958], [19.01675, -31.37404, 4.31163], [18.25865, -29.81075, 4.78878], [20.74598, -30.93199, 5.94367], [19.33803, -31.33676, 6.62522], [20.61938, -28.73454, 6.45817], [21.56248, -30.18043, 8.02989], [19.97167, -30.17942, 8.84306], [21.36047, -28.74046, 10.04248], [20.01998, -27.92263, 9.37144], [21.25953, -25.92516, 9.74569], [22.76374, -25.60204, 8.80690], [22.77159, -26.76183, 10.16017], [24.91447, -31.43259, 6.74888], [24.32273, -30.45146, 5.87004], [24.00583, -29.19511, 6.45060], [23.15029, -28.37682, 5.42308], [23.97483, -28.02093, 4.28746], [23.18330, -27.31761, 3.25373], [24.03508, -26.68618, 2.18295], [25.04142, -27.51242, 1.64542], [25.65343, -26.99840, 0.47021], [24.23984, -31.75064, 7.54375], [25.79357, -31.06143, 7.27569], [25.19056, -32.31401, 6.17011], [24.90615, -28.65879, 6.75038], [23.43009, -29.37958, 7.35757], [22.83340, -27.51134, 6.00499], [22.23525, -28.92563, 5.20032], [24.34433, -28.87930, 3.90436], [22.60122, -26.53894, 3.74663], [22.44170, -27.97459, 2.79930], [24.47541, -25.81717, 2.67186], [23.40485, -26.35989, 1.35564], [26.45225, -27.69238, 0.20871], [26.12096, -26.03061, 0.65161], [25.02875, -26.92352, -0.41988], [25.68986, -26.33009, 9.19736], [25.39004, -27.14794, 10.36385], [26.11287, -28.39027, 10.36943], [25.63311, -29.17946, 11.64078], [24.25123, -29.64909, 11.66853], [23.74617, -29.99540, 13.05829], [23.34810, -28.69711, 13.77942], [22.50960, -27.85492, 13.04028], [21.25225, -28.32695, 12.69228], [25.84923, -25.26803, 9.38374], [24.97316, -26.47671, 8.38931], [26.63712, -26.53251, 8.69754], [27.19187, -28.25588, 10.44553], [25.93899, -28.97998, 9.46936], [25.86054, -28.72555, 12.60533], [26.23269, -30.08945, 11.61791], [23.65980, -28.90179, 11.33407], [24.49571, -30.63963, 13.51793], [22.88588, -30.66303, 13.10590], [24.22048, -28.14061, 14.12197], [22.76344, -28.90598, 14.67533], [20.51977, -28.27950, 13.49809], [21.31282, -29.36176, 12.35523], [20.91951, -27.69929, 11.86558], [19.02723, -26.32962, 4.90613], [18.44583, -25.61804, 5.97349], [19.28578, -25.56936, 7.10151], [18.70235, -24.52716, 8.12229], [18.85560, -23.16279, 7.69137], [18.14576, -22.24913, 8.65383], [18.24795, -20.71345, 8.33940], [17.61734, -20.43363, 7.09578], [17.46441, -19.04076, 6.93405], [19.96150, -25.83402, 4.64228], [18.36455, -26.38873, 4.04273], [19.19745, -27.36092, 5.21521], [20.30040, -25.25368, 6.85861], [19.36942, -26.53886, 7.59260], [19.20744, -24.72635, 9.06744], [17.65511, -24.79411, 8.26414], [18.35298, -23.05805, 6.82160], [18.44365, -22.35185, 9.69729], [17.08723, -22.49295, 8.56346], [19.29369, -20.40642, 8.35570], [17.71712, -20.19264, 9.13632], [17.15831, -18.58527, 7.87582], [16.68707, -18.85524, 6.19282], [18.36685, -18.51714, 6.61859], [26.31923, -22.72651, 4.59908], [27.17106, -22.02335, 3.71499], [28.06623, -21.04782, 4.35392], [27.36921, -19.86905, 4.95519], [28.29028, -18.86676, 5.50036], [29.01767, -19.37334, 6.64903], [29.99834, -18.21766, 7.05876], [29.20677, -17.36099, 7.88056], [29.83230, -16.08218, 8.09011], [26.84311, -23.00635, 5.51305], [25.91790, -23.60351, 4.09122], [25.44309, -22.14980, 4.89553], [28.72493, -20.67107, 3.57145], [28.75693, -21.53251, 5.04392], [26.56335, -20.16957, 5.62480], [26.83311, -19.29924, 4.19624], [27.66025, -18.21302, 5.94283], [29.64678, -20.25765, 6.54742], [28.30645, -19.57603, 7.44976], [30.40139, -17.72880, 6.17182], [30.85165, -18.55430, 7.64751], [29.19381, -15.52730, 8.77752], [29.87179, -15.54523, 7.14236], [30.80967, -16.05911, 8.57210], [14.63551, -27.32750, 2.27820], [15.00977, -26.25348, 3.16430], [15.13703, -26.69828, 4.52206], [15.02487, -25.41315, 5.39618], [16.16609, -24.51998, 5.40456], [16.48711, -23.81516, 4.14970], [17.41872, -22.62609, 4.38743], [18.74277, -23.06790, 4.45558], [19.74277, -22.03985, 4.62035], [13.68361, -27.81801, 2.48166], [15.36661, -28.13197, 2.35832], [14.69939, -27.15719, 1.20348], [16.01859, -27.33097, 4.62527], [14.26635, -27.32340, 4.72011], [14.91396, -25.72964, 6.43331], [14.12578, -24.83644, 5.17909], [16.99280, -24.96950, 5.77142], [15.54234, -23.33807, 3.88915], [16.88162, -24.44467, 3.35209], [17.29800, -22.09764, 5.33308], [17.34478, -21.92232, 3.55836], [19.56440, -21.31713, 5.41656], [19.99050, -21.59190, 3.65803], [20.58674, -22.62558, 4.98468], [23.85838, -24.51670, 5.80367], [23.22026, -23.28941, 5.49800], [24.10867, -25.13755, 4.94344], [24.69025, -24.58065, 6.50510], [23.12907, -25.13714, 6.32449], [22.53984, -23.07868, 6.14159], [27.27309, -26.47176, 3.71992], [26.39912, -26.58929, 4.79665], [28.30919, -26.39093, 4.04867], [27.26015, -27.39636, 3.14282], [27.04941, -25.66655, 3.02013], [25.62376, -27.08096, 4.51616], [22.54272, -22.97667, 2.29188], [22.65979, -23.30849, 0.92096], [22.01507, -22.02401, 2.33796], [22.02492, -23.70592, 2.91493], [23.54811, -22.72949, 2.63273], [21.80627, -23.47605, 0.51473], [22.66620, -19.83328, 5.95215], [23.07377, -18.52121, 5.77117], [23.49715, -20.41089, 6.35710], [21.86180, -19.86107, 6.68717], [22.24700, -20.31578, 5.06922], [23.38977, -18.24738, 6.63532], [25.74964, -21.59015, 8.44941], [26.69490, -21.93152, 9.39832], [24.98112, -20.96700, 8.90677], [26.23861, -20.96649, 7.70104], [25.17513, -22.43130, 8.06146], [27.46172, -22.35309, 9.00352], [21.75237, -22.40280, 8.97012], [21.50379, -22.65885, 7.54050], [21.51482, -23.33196, 9.48813], [22.83633, -22.29042, 8.99237], [21.25057, -21.51446, 9.35373], [20.54844, -22.74545, 7.57789], [28.50976, -24.33418, 7.12951], [28.62422, -23.04546, 7.72621], [28.75073, -24.19330, 6.07586], [29.19920, -25.10278, 7.47884], [27.46644, -24.64050, 7.20543], [29.54071, -22.78538, 7.60789]], "forces_ev_per_angstrom": [[0.14, -1.17, 0.54], [0.20, 1.30, -0.73], [-0.08, 0.77, 1.26], [1.47, -0.90, -0.48], [-1.00, -0.09, -2.21], [0.57, 0.62, 2.14], [-0.02, 0.77, 0.21], [0.62, -0.06, -1.53], [-0.69, -1.30, 0.47], [-0.80, 0.08, 0.02], [0.90, 0.07, 0.80], [-0.32, -0.31, 0.15], [-0.24, -0.11, 0.01], [-0.35, 0.07, -0.49], [0.75, 0.06, -0.19], [-0.96, 0.47, 0.28], [-0.07, 0.61, -0.16], [0.16, -0.37, -0.06], [-0.02, -0.57, -0.16], [0.32, -0.51, -0.05], [-0.55, 0.07, -0.11], [-0.03, 0.48, 0.20], [-0.21, -0.27, -0.29], [0.20, 0.30, 0.28], [-0.35, 0.74, -0.16], [0.56, -0.86, 0.10], [-0.85, -0.36, -0.47], [1.19, -0.65, 1.99], [-0.63, 0.59, -0.49], [0.10, -1.08, 0.03], [0.10, 0.74, -0.11], [-0.15, -0.58, -0.17], [0.63, -0.26, 0.37], [-0.46, 0.06, -0.03], [0.28, 0.28, -0.23], [-0.07, 0.25, -0.18], [0.23, 0.21, -0.20], [-0.22, 0.22, 0.15], [0.05, 0.45, -0.26], [0.00, -0.33, -0.45], [0.11, -0.15, -0.23], [0.13, 0.23, 0.01], [-0.12, -0.39, -0.03], [0.39, 0.44, -0.30], [-0.28, 0.34, 0.08], [0.00, -0.06, 0.14], [-0.09, 0.22, 0.09], [-0.61, 0.02, 0.23], [0.42, -0.42, -0.24], [1.02, 0.55, -1.39], [-1.46, 0.02, 1.77], [0.59, -0.91, -0.42], [-1.21, -0.46, 0.27], [0.47, 0.76, -1.31], [-0.20, -0.76, 1.36], [1.06, 1.10, -0.71], [-0.21, -0.40, -0.31], [-0.79, 0.06, 0.80], [-0.46, 0.03, 0.23], [0.39, -0.87, 0.36], [0.12, 0.31, 0.13], [-0.35, -0.04, -0.14], [0.43, 0.80, -0.22], [0.35, -0.15, 0.07], [-0.13, 0.18, -0.10], [0.36, 0.64, 0.48], [-0.23, 0.01, -0.97], [-0.08, 0.30, -0.40], [0.24, -0.57, 0.53], [0.00, 0.09, 0.32], [-0.22, -0.14, -0.19], [-0.19, -0.07, 0.12], [0.21, -0.32, 0.14], [0.68, -0.43, 0.28], [-0.32, 1.23, 1.21], [0.30, -1.92, -0.89], [-0.20, 1.41, 1.32], [-0.34, 1.02, -1.24], [-0.13, -1.85, -0.25], [0.45, 0.06, 0.53], [-0.36, 0.28, -0.14], [0.15, -0.14, -0.30], [-0.19, 0.51, 0.13], [0.32, -0.15, 0.05], [0.20, 0.08, -0.39], [-0.16, -0.22, -0.06], [0.13, 0.33, 0.12], [-0.35, -0.01, 0.13], [0.08, -0.04, -0.46], [0.34, -0.47, -0.13], [-0.30, 0.01, 0.38], [0.21, 0.20, -0.19], [-0.04, 0.10, 0.18], [-0.19, 0.09, 0.13], [0.05, -0.13, -0.01], [0.33, -0.22, -0.11], [-0.20, 0.37, 0.19], [1.06, 1.04, 0.47], [-0.32, -0.92, -1.19], [-0.85, 0.85, -0.55], [-0.25, -1.28, 0.07], [1.68, 1.40, 0.81], [-1.20, -0.96, 0.90], [1.07, 1.08, -0.05], [-1.08, -0.06, 0.04], [0.08, -0.23, 0.04], [0.36, -0.09, -0.06], [-0.06, 0.27, 0.03], [-0.16, -0.11, -0.31], [-0.34, -0.37, 0.40], [0.14, -0.27, 0.62], [-0.08, -0.39, -0.48], [0.08, 0.71, -0.26], [-0.31, -0.14, -0.80], [0.25, -0.08, 0.53], [-0.28, 0.19, -0.18], [0.12, -0.32, 0.13], [-0.22, -0.04, -0.15], [0.17, 0.11, -0.07], [0.30, -0.71, -0.18], [1.11, -0.69, 0.43], [-0.47, -0.83, -1.29], [-1.40, 1.23, -0.70], [1.15, -0.63, 0.33], [-0.09, 0.59, -0.55], [-0.63, 0.92, 1.55], [0.42, -0.09, 0.02], [1.51, -0.07, 0.05], [0.02, -1.68, 0.13], [-0.36, 0.48, 0.35], [0.30, -0.31, 0.43], [-0.21, 1.22, 0.19], [0.39, 0.28, 0.34], [-0.16, -0.24, 0.33], [-0.11, -0.24, 0.14], [-0.13, -0.27, -0.47], [-0.32, -0.02, -0.10], [-0.13, -0.24, -0.71], [-0.09, 0.03, -0.20], [-1.16, 0.18, -0.03], [-0.31, 0.26, -0.21], [-0.64, 0.22, -0.16], [-0.11, 0.30, 0.06], [0.37, 0.23, -0.30], [-1.60, -1.14, 0.69], [1.39, -0.10, -0.89], [0.21, 0.64, -0.40], [0.55, 1.04, -0.16], [-0.39, -0.33, 0.16], [-0.12, -0.10, 0.70], [0.58, -0.91, -0.71], [0.47, 0.79, 0.83], [-0.04, 0.38, 0.32], [-0.03, -0.11, -0.29], [-0.11, 0.35, 0.11], [-0.77, -0.41, -0.03], [-0.09, 1.16, -0.43], [0.38, -0.69, -0.44], [-0.32, 0.09, 0.41], [0.25, -0.18, -0.02], [-0.05, -0.53, 0.24], [-0.12, 0.08, 0.26], [-0.52, -1.12, 0.97], [0.27, 1.14, -0.56], [-0.04, -0.53, -0.21], [-0.22, -0.24, 0.25], [0.45, 0.35, -0.31], [0.09, 0.33, -0.12], [-0.33, 0.69, -0.20], [0.08, -0.28, 1.55], [0.11, 0.21, 0.33], [-0.37, -0.25, -0.65], [0.30, -0.30, -0.56], [0.08, -0.09, -0.47], [1.29, -0.94, -1.88], [0.76, 0.90, 1.76], [-0.25, 0.27, 0.48], [-0.06, 0.28, 0.52], [-0.10, -0.11, -0.06], [-1.42, -0.45, -0.92], [-0.18, 0.28, -1.10], [0.40, -0.32, 0.44], [-0.25, -0.34, -0.29], [-0.09, 0.12, 0.63], [0.19, -0.15, 0.07], [0.03, 0.30, 0.15]], "lowdin_charge": [-0.0694, -0.2115, -0.2159, -0.1797, -0.0351, -0.2267, -0.2156, -0.2132, -0.0702, 0.0848, 0.0779, 0.0677, 0.1215, 0.1124, 0.1063, 0.1178, 0.0726, 0.1094, 0.1273, 0.0919, 0.1137, 0.0754, 0.0793, 0.0795, -0.0855, -0.1954, -0.1913, -0.1761, -0.0404, -0.1731, -0.2265, -0.1907, -0.1027, 0.0778, 0.0771, 0.0849, 0.1147, 0.0920, 0.0992, 0.0972, 0.1237, 0.1092, 0.1091, 0.1089, 0.1230, 0.0875, 0.0852, 0.0854, -0.0901, -0.1853, -0.1799, -0.2040, -0.0528, -0.1679, -0.2215, -0.1931, -0.1192, 0.0838, 0.0664, 0.0729, 0.1163, 0.1085, 0.1066, 0.1067, 0.0679, 0.1144, 0.0954, 0.1187, 0.1171, 0.0923, 0.0822, 0.0738, -0.0661, -0.2315, -0.1650, -0.1757, -0.0413, -0.1373, -0.2020, -0.2035, -0.1062, 0.0952, 0.0842, 0.0717, 0.1188, 0.1033, 0.1090, 0.1200, 0.0860, 0.1179, 0.1178, 0.1092, 0.1149, 0.0810, 0.0922, 0.0881, -0.1110, -0.1743, -0.1829, -0.2237, -0.0491, -0.1998, -0.2077, -0.2014, -0.1043, 0.0673, 0.0754, 0.0708, 0.1258, 0.0975, 0.0945, 0.1270, 0.1078, 0.1019, 0.1142, 0.1157, 0.1111, 0.0818, 0.0846, 0.0812, -0.1077, -0.2080, -0.1903, -0.1864, -0.0516, -0.1719, -0.2244, -0.2172, -0.0731, 0.0814, 0.0698, 0.0824, 0.1093, 0.1077, 0.1080, 0.1162, 0.0378, 0.1183, 0.1106, 0.0996, 0.1207, 0.0775, 0.0830, 0.0701, -0.1537, -0.1308, 0.0542, 0.0670, 0.0601, 0.0089, -0.1847, -0.1330, 0.0745, 0.0754, 0.0675, 0.0100, -0.1606, -0.1259, 0.0666, 0.0694, 0.0789, 0.0717, -0.1807, -0.1040, 0.0709, 0.0669, 0.0794, 0.0770, -0.1871, -0.1145, 0.0730, 0.0589, 0.0665, 0.0280, -0.0732, -0.1808, 0.0656, 0.0643, 0.0748, -0.0092, -0.1264, -0.1353, 0.0755, 0.0863, 0.0720, 0.0885]}